Record 1
# C4H5N2OS

A cluster of 2 separate species, C4H5N2OS in total at a distorted geometry (the ωB97M-V functional and the def2-TZVPD basis, OMol25).

The geometry in XYZ format:
```
13
C4H5N2OS the ωB97M-V functional and the def2-TZVPD basis
C 0.40843 -2.27442 -1.85012
C 1.18185 -0.88441 0.56783
C 0.27702 0.38512 0.40344
C 0.14507 -1.98811 0.58072
N -1.10138 -0.18238 0.32064
N -1.08527 -1.46601 0.38410
O -0.48301 -1.79195 -2.48013
S 1.79097 -2.96724 -1.88109
H 1.71966 -0.98468 -0.37457
H 1.65801 -0.80601 1.58316
H 0.24834 0.93327 1.34143
H 0.45035 1.05805 -0.40666
H 0.14379 -2.94811 0.80278
```

Energy relative to the best compared isomer or geometry (same formula, charge and spin) in kJ/mol: 308.59
E in hartree: -738.2967
Net charge: -1

Record 2
# C4H5N2OS

A cluster of 2 separate species, C4H5N2OS in total at a distorted geometry (the ωB97M-V functional and the def2-TZVPD basis, OMol25).

The geometry in XYZ format:
```
13
C4H5N2OS the ωB97M-V functional and the def2-TZVPD basis
C 0.46577 -0.49106 -0.07317
C -0.70432 0.38170 1.70389
C 0.97532 -0.62961 -1.29460
C -0.36239 1.81320 -0.15343
N 0.49330 -1.34948 0.98874
N -0.23776 0.66173 0.41219
O -0.31560 -0.78664 2.03824
S -2.90568 -0.95394 -0.17555
H 0.92339 0.27968 -1.82411
H 1.78167 -1.31625 -1.73699
H -0.87773 2.66296 0.32016
H 0.23348 2.00053 -1.10550
H 0.53055 -2.27282 0.90015
```

Energy relative to the best compared isomer or geometry (same formula, charge and spin) in kJ/mol: 849.57
E in hartree: -737.7743
Net charge: +1

Record 3
# C4H5N3

An isolated molecule of C4H5N3 at a distorted geometry (the ωB97M-V functional and the def2-TZVPD basis, OMol25).

The geometry in XYZ format:
```
12
C4H5N3 the ωB97M-V functional and the def2-TZVPD basis
C 1.47414 -0.15137 0.72541
N 0.68961 0.36749 -0.41025
C -0.74306 0.47806 -0.25539
C -1.40829 0.38374 -1.58137
N -1.81275 0.25167 -2.65717
C -1.37354 -0.51368 0.64912
N -1.82918 -1.21002 1.44660
H 2.53410 -0.17166 0.45931
H 1.17876 -1.14474 1.02322
H 1.40330 0.46473 1.62773
H 0.89367 -0.19297 -1.23061
H -1.00676 1.43875 0.20340
```

Structure (SMILES): CNC(C#N)C#N
Energy relative to the best compared isomer or geometry (same formula, charge and spin) in kJ/mol: 194.68
E in hartree: -319.6381

Record 4
# C4H5N3

A cluster of 2 separate species, C4H5N3 in total at a distorted geometry (the ωB97M-V functional and the def2-TZVPD basis, OMol25).

The geometry in XYZ format:
```
12
C4H5N3 the ωB97M-V functional and the def2-TZVPD basis
N -0.32033 0.25162 2.55161
C -0.13111 -0.73737 1.95142
C -0.66457 0.64085 -0.76948
C 0.79785 0.89747 -0.62999
N 1.38907 -0.39362 -0.42261
C 0.43724 -1.16227 -0.02088
N -0.86511 -0.57499 -0.42084
H -1.47142 1.33111 -0.98784
H 1.24745 1.48553 -1.43454
H 0.84705 1.48595 0.31718
H 0.49968 -2.23735 0.06632
H -1.76580 -0.98695 -0.20035
```

Energy relative to the best compared isomer or geometry (same formula, charge and spin) in kJ/mol: 395.76
E in hartree: -319.5615

Record 5
# C4H5N3

A cluster of 3 separate species, C4H5N3 in total at a distorted geometry (the ωB97M-V functional and the def2-TZVPD basis, OMol25).

The geometry in XYZ format:
```
12
C4H5N3 the ωB97M-V functional and the def2-TZVPD basis
C -1.68752 0.51181 0.34989
N -0.08466 -0.33544 -0.66286
C 1.06516 -0.64551 -0.23361
C 2.01854 -1.38425 -1.02867
N 2.78736 -1.96668 -1.66794
C 0.83039 1.40987 1.82997
N -0.00303 1.70572 1.04343
H -2.02375 -0.51269 0.21798
H -1.93614 1.19435 -0.45146
H -1.87493 0.88855 1.34275
H -0.31900 -0.64870 -1.60632
H 1.35564 -0.29459 0.76780
```

Energy relative to the best compared isomer or geometry (same formula, charge and spin) in kJ/mol: 644.98
E in hartree: -319.4666

Record 6
# C4H5N3

An isolated molecule of C4H5N3 at a distorted geometry (the ωB97M-V functional and the def2-TZVPD basis, OMol25).

The geometry in XYZ format:
```
12
C4H5N3 the ωB97M-V functional and the def2-TZVPD basis
N -0.57154 -2.54299 -1.50701
C -0.50928 -1.43276 -1.17089
C -0.33421 0.00210 -0.73166
C -1.08076 0.31127 0.62223
N 0.00358 0.54031 1.58551
C 1.10787 0.56060 0.95531
N 1.08137 0.32157 -0.37870
H -0.08282 0.83956 -1.38268
H -1.66945 1.23241 0.55172
H -1.76937 -0.46932 0.99885
H 2.06583 0.80209 1.38842
H 1.75878 -0.16482 -0.93110
```

Structure (SMILES): N#C[C@H]1CN=CN1
Energy relative to the best compared isomer or geometry (same formula, charge and spin) in kJ/mol: 262.47
E in hartree: -319.6122

Record 7
# C4H5N3

An isolated molecule of C4H5N3 at a distorted geometry (the ωB97M-V functional and the def2-TZVPD basis, OMol25).

The geometry in XYZ format:
```
12
C4H5N3 the ωB97M-V functional and the def2-TZVPD basis
N 2.28738 -0.03335 -0.03874
C 0.93022 -0.01891 -0.06060
C 0.17913 1.22770 0.03770
C -1.17313 1.09997 -0.05852
N -1.86787 -0.08669 0.08850
C -1.11732 -1.10215 0.00869
N 0.19331 -1.20137 -0.03202
H 2.77429 0.69657 0.76266
H 2.75960 -0.94660 -0.12969
H 0.46631 2.27685 -0.24726
H -1.66032 2.06004 -0.07474
H -1.54303 -2.07660 0.00124
```

Structure (SMILES): Nc1ccncn1
Energy relative to the best compared isomer or geometry (same formula, charge and spin) in kJ/mol: 147.64
E in hartree: -319.6560

Record 8
# C4H5N3

An isolated molecule of C4H5N3 at a distorted geometry (the ωB97M-V functional and the def2-TZVPD basis, OMol25).

The geometry in XYZ format:
```
12
C4H5N3 the ωB97M-V functional and the def2-TZVPD basis
C 1.25479 -1.14215 0.23517
N 0.73315 0.19686 0.02712
C -0.67874 0.41135 0.20852
C -0.88387 1.85754 0.46975
N -0.96672 2.99506 0.65128
C -1.55104 -0.00697 -0.93077
N -2.18199 -0.33252 -1.84325
H 1.00433 -1.47011 1.24992
H 2.34448 -1.07324 0.16823
H 0.90177 -1.89666 -0.48355
H 1.04622 0.60222 -0.84686
H -1.02238 -0.14138 1.09444
```

Structure (SMILES): CNC(C#N)C#N
Energy relative to the best compared isomer or geometry (same formula, charge and spin) in kJ/mol: 187.23
E in hartree: -319.6409